Record 1
142
Properties=species:S:1:pos:R:3:lowdin_charge:R:1 method="wB97M-V/def2-TZVPD" e_tot_ev=-91910.058 fmax_ha_per_bohr=0.030
O -3.713 -1.300 0.186 0.09
C -4.291 -0.362 -0.300 -0.54
O -5.610 -0.348 -0.549 0.00
C -6.342 -1.541 -0.248 -0.21
C -6.436 -2.403 -1.490 -0.06
C -3.625 0.944 -0.653 0.04
H -7.332 -1.200 0.046 0.12
H -5.858 -2.085 0.558 0.11
H -5.438 -2.624 -1.878 0.05
H -6.980 -1.906 -2.296 0.09
H -6.946 -3.351 -1.310 0.08
H -2.560 0.752 -0.581 0.06
H -3.986 1.741 -0.006 0.09
H -3.937 1.208 -1.665 0.10
O 3.592 4.487 -1.985 0.09
C 4.056 3.400 -1.760 -0.53
O 3.982 2.369 -2.624 -0.03
C 3.420 2.653 -3.924 -0.20
C 1.940 2.317 -4.003 -0.04
C 4.791 3.042 -0.491 0.03
H 3.990 1.994 -4.584 0.12
H 3.636 3.685 -4.184 0.12
H 1.635 2.177 -5.037 0.08
H 1.370 3.138 -3.562 0.06
H 1.690 1.456 -3.384 0.05
H 5.462 2.206 -0.670 0.09
H 4.051 2.740 0.245 0.06
H 5.301 3.943 -0.167 0.09
O -1.066 6.406 3.991 0.09
C -1.056 6.397 2.786 -0.55
O -0.022 5.962 2.062 -0.02
C 1.131 5.488 2.778 -0.21
C 2.191 5.148 1.768 -0.06
C -2.218 6.822 1.932 0.03
H 0.852 4.592 3.337 0.10
H 1.431 6.241 3.506 0.13
H 2.629 6.049 1.325 0.08
H 1.825 4.539 0.943 0.06
H 3.035 4.663 2.263 0.09
H -3.008 6.077 1.976 0.09
H -1.933 6.973 0.894 0.08
H -2.581 7.772 2.323 0.09
O 0.687 -2.643 5.474 0.10
C 0.536 -1.507 5.104 -0.54
O -0.517 -1.085 4.381 -0.04
C -1.557 -2.048 4.084 -0.19
C -1.391 -2.564 2.681 -0.04
C 1.485 -0.375 5.403 0.03
H -2.500 -1.526 4.242 0.11
H -1.512 -2.861 4.806 0.12
H -0.384 -2.946 2.524 0.08
H -1.669 -1.848 1.911 0.05
H -2.096 -3.389 2.527 0.09
H 1.338 -0.092 6.449 0.10
H 1.274 0.480 4.765 0.07
H 2.517 -0.699 5.324 0.08
O -3.786 -2.060 -3.797 0.10
C -2.948 -2.839 -3.425 -0.53
O -3.091 -4.176 -3.509 -0.02
C -4.359 -4.655 -3.973 -0.22
C -4.373 -4.836 -5.484 -0.06
C -1.635 -2.463 -2.809 0.04
H -5.149 -3.977 -3.655 0.10
H -4.525 -5.614 -3.484 0.12
H -5.140 -5.561 -5.764 0.07
H -3.420 -5.267 -5.797 0.08
H -4.565 -3.911 -6.020 0.08
H -1.532 -3.001 -1.865 0.08
H -1.550 -1.387 -2.726 0.07
H -0.822 -2.854 -3.431 0.08
O 1.561 -3.430 0.601 0.10
C 1.285 -4.300 -0.177 -0.47
O 0.012 -4.511 -0.560 0.02
C -0.052 -5.643 -1.464 -0.13
C 1.224 -6.427 -1.188 -0.14
C 2.204 -5.310 -0.850 -0.06
H -0.076 -5.228 -2.471 0.12
H -0.938 -6.238 -1.264 0.13
H 1.470 -7.046 -2.052 0.12
H 1.164 -7.104 -0.334 0.12
H 2.623 -4.825 -1.738 0.11
H 3.019 -5.551 -0.173 0.13
O 1.568 -3.867 -4.578 0.12
C 2.222 -3.033 -4.026 -0.48
O 3.355 -3.368 -3.344 -0.01
C 3.907 -2.209 -2.683 -0.13
C 2.779 -1.187 -2.655 -0.13
C 1.979 -1.536 -3.907 -0.05
H 4.762 -1.843 -3.255 0.13
H 4.246 -2.521 -1.696 0.12
H 3.198 -0.181 -2.696 0.10
H 2.146 -1.244 -1.770 0.11
H 2.385 -1.073 -4.807 0.14
H 0.914 -1.374 -3.780 0.11
O 0.238 2.244 3.057 0.11
C -0.912 2.088 3.368 -0.45
O -1.848 1.994 2.402 0.02
C -3.125 1.667 2.902 -0.15
C -3.001 1.511 4.440 -0.11
C -1.548 1.928 4.730 -0.05
H -3.483 0.748 2.431 0.12
H -3.860 2.430 2.641 0.13
H -3.254 0.509 4.776 0.10
H -3.716 2.186 4.907 0.11
H -0.970 1.205 5.297 0.10
H -1.548 2.874 5.271 0.13
O -3.227 6.155 -2.037 0.12
C -2.402 5.333 -1.768 -0.48
O -2.465 4.621 -0.615 0.01
C -1.261 3.881 -0.372 -0.14
C -0.396 3.993 -1.632 -0.13
C -1.229 4.860 -2.597 -0.05
H -1.547 2.851 -0.163 0.09
H -0.770 4.268 0.520 0.10
H -0.276 2.977 -1.999 0.08
H 0.572 4.457 -1.463 0.11
H -1.564 4.291 -3.461 0.13
H -0.645 5.713 -2.935 0.13
O -0.141 0.406 -1.841 0.09
C 0.375 0.513 -0.761 -0.49
O 1.452 1.295 -0.573 0.02
C 2.064 1.075 0.711 -0.12
C 1.408 -0.210 1.258 -0.12
C 0.125 -0.357 0.460 -0.06
H 1.777 1.922 1.330 0.11
H 3.124 0.875 0.637 0.09
H 1.312 -0.145 2.340 0.10
H 2.083 -1.044 1.061 0.09
H -0.761 -0.086 1.031 0.10
H -0.037 -1.360 0.063 0.11
O 4.977 0.664 2.150 0.11
C 4.850 -0.501 2.388 -0.49
O 3.876 -0.964 3.197 0.00
C 3.762 -2.398 3.114 -0.14
C 4.642 -2.844 1.946 -0.14
C 5.596 -1.671 1.758 -0.06
H 2.720 -2.695 2.988 0.11
H 4.072 -2.799 4.083 0.13
H 4.047 -3.027 1.051 0.09
H 5.159 -3.772 2.185 0.12
H 5.890 -1.362 0.758 0.12
H 6.519 -1.807 2.330 0.13



Record 2
146
Properties=species:S:1:pos:R:3:lowdin_charge:R:1 method="wB97M-V/def2-TZVPD" e_tot_ev=-195954.102 charge=-1 fmax_ha_per_bohr=0.059
C -1.905 2.341 3.068 -0.10
C -1.498 0.800 3.110 -0.25
N -2.575 -0.051 2.545 -0.22
C -2.369 -0.356 1.113 -0.26
C -3.752 -0.698 0.403 -0.08
C -2.841 -1.213 3.332 -1.02
S -3.567 -0.989 4.813 0.60
S -2.466 -2.933 2.836 0.82
C -1.061 -3.446 3.919 -0.45
C -0.059 -4.455 3.255 -0.21
C 0.378 -4.090 1.779 -0.19
C 1.915 -3.860 1.627 -0.13
C 2.723 -4.666 0.669 -0.46
Br 1.910 -6.068 -0.447 0.73
C 4.147 -4.367 0.554 -0.09
C 4.791 -3.281 1.356 0.01
C 4.006 -2.487 2.311 -0.13
N 4.649 -1.442 3.046 0.13
C 4.678 -1.662 4.317 -0.33
C 4.644 -3.099 4.952 -0.03
C 4.710 -0.458 5.321 -0.04
C 2.560 -2.804 2.421 0.03
C 1.695 -1.933 3.412 -0.62
O 0.877 -1.155 2.884 -0.01
O 1.792 -2.038 4.704 -0.08
C 6.315 -2.989 1.146 -0.30
O 7.022 -2.634 2.055 0.09
C 6.822 -3.204 -0.336 -0.17
P 8.117 -2.025 -0.931 0.30
O 8.966 -2.534 -2.260 -0.22
O 9.247 -1.936 0.299 -0.24
S 7.327 -0.266 -1.095 0.30
C 6.238 -4.208 -1.041 -0.11
C 6.627 -4.493 -2.529 -0.13
C 5.955 -3.406 -3.465 -0.21
N 4.675 -3.349 -3.494 0.10
C 5.105 -5.116 -0.430 -0.31
O 4.991 -6.277 -0.741 0.06
H -2.261 2.618 2.034 0.06
H -2.693 2.584 3.825 0.06
H -1.002 2.972 3.312 0.07
H -1.284 0.563 4.183 0.10
H -0.569 0.727 2.473 0.11
H -1.571 -1.129 0.924 0.10
H -1.994 0.596 0.634 0.10
H -3.861 -0.143 -0.564 0.06
H -3.768 -1.815 0.258 0.06
H -4.565 -0.357 1.105 0.08
H -1.508 -3.961 4.820 0.07
H -0.576 -2.511 4.310 0.06
H 0.861 -4.536 3.894 0.12
H -0.537 -5.479 3.250 0.11
H -0.104 -3.143 1.392 0.09
H -0.001 -4.901 1.098 0.06
H 4.877 -2.977 6.049 0.08
H 5.451 -3.743 4.502 0.09
H 3.631 -3.568 4.827 0.08
H 5.342 -0.690 6.217 0.07
H 3.678 -0.224 5.702 0.09
H 5.109 0.478 4.853 0.07
H 8.594 -2.008 -3.000 0.06
H 9.086 -1.124 0.813 0.06
H 7.723 -4.636 -2.705 0.10
H 6.143 -5.475 -2.813 0.12
H 6.519 -2.714 -4.137 0.10
H 4.277 -4.056 -2.856 0.05
C -1.817 0.712 -3.582 -0.10
O -2.405 1.387 -2.480 -0.20
C -1.686 2.560 -2.115 -0.19
C -2.366 3.813 -2.641 -0.20
O -2.328 3.867 -4.065 -0.19
C -3.560 3.476 -4.652 -0.11
H -2.536 -0.020 -3.953 0.09
H -1.567 1.397 -4.395 0.08
H -0.916 0.182 -3.255 0.09
H -0.647 2.503 -2.458 0.13
H -1.675 2.600 -1.021 0.12
H -1.819 4.688 -2.275 0.12
H -3.395 3.884 -2.276 0.12
H -4.295 4.281 -4.541 0.09
H -3.951 2.557 -4.212 0.08
H -3.389 3.304 -5.716 0.09
C -2.482 -4.048 7.822 -0.11
O -1.123 -4.121 7.418 -0.21
C -0.385 -2.946 7.746 -0.19
C 0.464 -3.154 8.989 -0.19
O -0.345 -3.339 10.151 -0.20
C -0.452 -4.702 10.523 -0.12
H -2.909 -5.050 7.758 0.09
H -2.589 -3.689 8.849 0.08
H -3.033 -3.388 7.143 0.07
H -1.054 -2.087 7.868 0.13
H 0.278 -2.737 6.899 0.12
H 1.064 -2.255 9.158 0.12
H 1.151 -3.996 8.856 0.12
H 0.478 -5.032 10.997 0.08
H -0.678 -5.343 9.668 0.08
H -1.264 -4.791 11.248 0.08
C -3.858 6.783 -1.229 -0.12
O -4.881 5.818 -1.037 -0.21
C -5.415 5.842 0.283 -0.19
C -6.747 6.574 0.329 -0.20
O -6.590 7.960 0.040 -0.19
C -6.953 8.281 -1.293 -0.12
H -3.671 6.872 -2.300 0.09
H -4.144 7.764 -0.842 0.08
H -2.938 6.448 -0.739 0.09
H -4.701 6.285 0.984 0.13
H -5.576 4.802 0.582 0.13
H -7.151 6.503 1.343 0.12
H -7.470 6.114 -0.353 0.12
H -8.043 8.283 -1.391 0.09
H -6.520 7.584 -2.014 0.08
H -6.581 9.283 -1.513 0.09
C -8.610 0.455 -5.297 -0.11
O -8.747 1.370 -6.374 -0.19
C -8.006 2.567 -6.169 -0.20
C -6.706 2.558 -6.958 -0.20
O -5.812 1.563 -6.473 -0.20
C -5.806 0.399 -7.285 -0.11
H -8.994 -0.513 -5.623 0.09
H -7.568 0.332 -4.995 0.08
H -9.203 0.797 -4.442 0.09
H -7.815 2.730 -5.103 0.13
H -8.628 3.393 -6.528 0.12
H -6.209 3.525 -6.825 0.12
H -6.897 2.423 -8.027 0.13
H -5.248 0.593 -8.207 0.09
H -6.817 0.065 -7.529 0.08
H -5.302 -0.395 -6.733 0.09
C 6.747 3.656 -4.286 -0.11
O 6.681 3.396 -5.681 -0.19
C 7.569 2.360 -6.085 -0.21
C 6.834 1.043 -6.279 -0.21
O 6.328 0.546 -5.047 -0.21
C 4.938 0.797 -4.888 -0.10
H 5.888 4.271 -4.015 0.09
H 6.716 2.736 -3.697 0.08
H 7.662 4.210 -4.055 0.09
H 8.388 2.248 -5.367 0.12
H 8.002 2.666 -7.043 0.12
H 7.543 0.299 -6.657 0.12
H 6.031 1.147 -7.017 0.12
H 4.363 0.109 -5.515 0.09
H 4.678 1.828 -5.138 0.08
H 4.680 0.617 -3.844 0.09



Record 3
131
Properties=species:S:1:pos:R:3:lowdin_charge:R:1 method="wB97M-V/def2-TZVPD" e_tot_ev=-60498.561 fmax_ha_per_bohr=0.077
C 6.413 -0.454 1.383 -0.11
O 7.220 0.623 0.878 -0.22
C 6.711 1.904 1.268 -0.23
C 6.052 2.708 0.075 -0.17
C 4.469 2.677 0.166 -0.20
C 3.846 3.303 -1.153 -0.19
C 2.973 2.270 -1.978 -0.19
C 3.907 1.523 -3.028 -0.20
C 4.582 0.210 -2.431 -0.18
C 3.477 -0.924 -2.344 -0.19
C 2.943 -1.178 -0.853 -0.18
C 1.370 -1.222 -0.945 -0.21
C 0.672 -2.087 0.160 -0.19
C 0.515 -1.375 1.562 -0.14
C 0.289 0.159 1.504 -0.12
C 1.135 0.971 2.404 -0.01
C 1.065 2.411 2.510 0.01
C 0.091 3.095 1.675 -0.05
C -0.763 2.302 0.788 0.00
C -0.689 0.856 0.681 -0.04
C -1.597 0.084 -0.281 -0.23
C -1.655 0.489 -1.670 -0.02
C -2.473 -0.140 -2.707 -0.01
C -3.231 -1.302 -2.205 -0.04
C -3.035 -1.611 -0.771 -0.15
N -2.305 -0.986 0.166 0.10
C -1.684 3.337 0.080 -0.34
O -2.382 3.233 -0.882 0.11
N -1.517 4.593 0.814 0.13
C -0.267 4.602 1.552 -0.37
O 0.336 5.526 2.000 0.14
H 5.342 -0.126 1.455 0.07
H 6.754 -0.728 2.423 0.09
H 6.519 -1.347 0.711 0.10
H 7.601 2.512 1.603 0.12
H 6.024 1.810 2.155 0.12
H 6.384 3.777 0.098 0.11
H 6.364 2.214 -0.886 0.11
H 4.104 3.226 1.079 0.11
H 4.192 1.594 0.287 0.07
H 3.285 4.237 -0.898 0.10
H 4.705 3.604 -1.806 0.10
H 2.419 1.567 -1.305 0.09
H 2.194 2.853 -2.548 0.11
H 3.242 1.280 -3.905 0.10
H 4.716 2.197 -3.419 0.10
H 4.988 0.402 -1.410 0.08
H 5.368 -0.137 -3.158 0.11
H 3.787 -1.878 -2.849 0.11
H 2.597 -0.552 -2.944 0.09
H 3.376 -2.155 -0.497 0.11
H 3.343 -0.327 -0.252 0.07
H 0.988 -0.177 -1.037 0.09
H 1.134 -1.720 -1.930 0.11
H 1.332 -2.986 0.328 0.11
H -0.313 -2.500 -0.179 0.08
H -0.410 -1.811 2.040 0.12
H 1.346 -1.630 2.276 0.11
H 1.862 0.442 3.060 0.11
H 1.710 2.987 3.216 0.12
H -1.041 1.373 -1.969 0.11
H -2.514 0.206 -3.757 0.10
H -3.899 -1.894 -2.868 0.10
H -3.590 -2.515 -0.409 0.11
H -2.315 4.550 1.463 0.16
C -1.363 -4.355 -2.516 -0.08
C -1.971 -5.354 -1.541 -0.27
N -3.079 -6.116 -2.094 -0.19
C -3.819 -6.868 -1.088 -0.25
C -3.085 -7.992 -0.353 -0.09
C -2.804 -6.835 -3.332 -0.25
C -1.673 -7.866 -3.322 -0.09
H -2.123 -3.671 -2.897 0.06
H -0.599 -3.759 -2.011 0.05
H -0.879 -4.851 -3.360 0.07
H -2.336 -4.782 -0.681 0.11
H -1.169 -6.005 -1.163 0.10
H -4.726 -7.279 -1.542 0.11
H -4.181 -6.155 -0.338 0.11
H -2.969 -8.876 -0.980 0.05
H -3.665 -8.298 0.522 0.07
H -2.101 -7.683 0.005 0.07
H -2.586 -6.099 -4.111 0.10
H -3.722 -7.322 -3.674 0.11
H -0.781 -7.506 -2.806 0.07
H -1.381 -8.096 -4.350 0.07
H -1.983 -8.806 -2.865 0.05
C 3.901 -1.325 6.946 -0.09
C 2.459 -0.835 6.958 -0.28
N 1.536 -1.697 6.236 -0.20
C 0.227 -1.091 6.027 -0.26
C -0.627 -0.792 7.261 -0.09
C 1.518 -3.096 6.644 -0.25
C 1.179 -3.409 8.104 -0.08
H 4.259 -1.467 5.925 0.08
H 4.545 -0.588 7.430 0.07
H 4.017 -2.265 7.490 0.06
H 2.452 0.154 6.487 0.12
H 2.150 -0.684 8.003 0.10
H -0.354 -1.717 5.341 0.11
H 0.377 -0.151 5.484 0.10
H -1.073 -1.697 7.673 0.06
H -1.453 -0.131 6.983 0.07
H -0.062 -0.289 8.047 0.07
H 2.498 -3.528 6.423 0.10
H 0.830 -3.649 5.997 0.11
H 1.688 -2.746 8.805 0.07
H 1.492 -4.429 8.340 0.07
H 0.107 -3.357 8.293 0.05
C -6.783 5.090 -5.605 -0.09
C -5.852 4.949 -4.408 -0.28
N -4.475 5.326 -4.683 -0.20
C -3.549 4.938 -3.624 -0.25
C -3.715 5.593 -2.253 -0.08
C -4.277 6.663 -5.226 -0.25
C -4.780 7.850 -4.401 -0.09
H -6.414 4.519 -6.460 0.08
H -7.773 4.709 -5.349 0.07
H -6.904 6.132 -5.908 0.06
H -5.870 3.895 -4.109 0.12
H -6.276 5.518 -3.567 0.10
H -2.522 5.101 -3.969 0.11
H -3.629 3.853 -3.491 0.10
H -3.346 6.619 -2.248 0.06
H -3.131 5.043 -1.514 0.03
H -4.753 5.590 -1.911 0.07
H -4.756 6.706 -6.209 0.10
H -3.214 6.808 -5.440 0.11
H -5.773 7.681 -3.983 0.07
H -4.845 8.736 -5.039 0.07
H -4.099 8.098 -3.588 0.05